15
Properties=species:S:1:pos:R:3:forces:R:3 method="wB97M-V/def2-TZVPD" charge=+1 homo_energy_ev=-12.03 fmax_ev_per_a=3.0 total_energy_ev=-6449.7961 gap_ev=8.14 lumo_energy_ev=-3.89 multiplicity=1
H 3.616085 -1.240140 -1.138156 0.3 -0.8 -0.3
B 3.178039 -0.439667 -0.455886 0.3 1.2 0.4
C 2.583973 0.599728 0.250169 -0.7 1.5 0.2
C 1.157255 0.469698 0.517029 -0.6 1.6 -0.6
C 0.343604 -0.503890 0.085366 0.5 -2.9 0.0
C -1.053076 -0.561465 0.501285 -1.6 -0.5 -1.4
N -1.782919 0.302019 -0.523090 -1.7 2.0 -1.2
H 2.884185 1.665050 0.464695 0.5 -1.6 -0.3
H 0.644486 1.441468 0.903274 0.9 -1.9 -0.1
H 0.599492 -1.471982 -0.384747 0.9 0.8 0.0
H -1.714600 -1.491892 0.491629 1.7 0.8 0.3
H -1.025966 -0.104196 1.439273 -1.2 0.9 1.5
H -2.643979 0.822251 -0.059227 1.8 -1.5 -1.6
H -1.090982 1.071426 -0.854998 -1.5 -1.6 0.5
H -2.054979 -0.303432 -1.414820 0.4 1.8 2.4

45
Properties=species:S:1:pos:R:3:forces:R:3 method="wB97M-V/def2-TZVPD" charge=+1 homo_energy_ev="-12.85 / -12.71" de_lowest_kcal_mol=127.8 fmax_ev_per_a=3.2 total_energy_ev=-24111.4571 gap_ev="9.96 / 2.62" lumo_energy_ev="-2.89 / -10.09" multiplicity=2
C -0.305910 -0.368118 -0.895984 0.1 -1.0 0.2
O 0.338191 -0.327145 0.376849 -0.8 2.4 0.2
H -0.272888 0.591107 -1.412608 0.3 0.1 0.0
H 0.166967 -1.145122 -1.496609 -0.2 0.2 -0.2
H -1.357537 -0.596977 -0.723343 0.0 -0.2 -0.1
H 1.022660 -0.980075 0.540514 0.5 -0.9 -0.5
C -2.938681 -1.411701 2.221963 -0.1 0.6 -0.8
O -2.417391 -2.256746 3.190555 0.3 0.0 0.8
H -3.950314 -1.709851 1.946606 0.0 0.1 -0.3
H -2.966264 -0.364070 2.521661 -0.1 -0.1 0.8
H -2.268589 -1.346013 1.364777 -0.1 -0.4 -0.6
H -2.144321 -3.076152 2.771491 0.0 -0.1 0.1
C 2.040782 2.242027 -3.370454 1.8 -0.5 -1.4
O 2.954853 2.483625 -4.513194 -1.9 0.1 0.9
H 1.123692 1.773434 -3.727463 0.3 0.0 -0.4
H 2.608056 1.519298 -2.783957 -0.5 0.0 0.7
H 1.758255 3.126636 -2.799712 0.3 0.3 -0.1
H 3.820565 2.754789 -4.199166 0.0 0.0 0.3
C 0.287409 3.370896 0.147782 1.1 0.0 1.5
O 1.131737 2.249367 0.468716 0.1 3.1 -0.9
H -0.622625 3.356019 0.747549 -0.3 -0.5 -0.5
H 0.822713 4.292584 0.375910 0.5 -0.2 0.2
H 0.141417 3.497172 -0.924987 -0.3 -0.7 -0.7
H 0.630582 1.432442 0.524158 -0.9 -2.4 0.5
C 0.821756 -1.678293 3.432199 0.3 0.0 0.0
O 0.966754 -3.090025 3.100517 -0.5 1.7 0.5
H -0.156415 -1.243192 3.227338 -0.3 -0.5 -0.4
H 0.976373 -1.416695 4.478983 0.3 -0.8 0.1
H 1.565364 -1.123075 2.860461 0.1 0.2 0.0
H 1.115580 -3.014615 2.155124 0.2 -0.6 -0.2
C 3.385624 -0.896351 0.887199 1.2 -0.3 0.3
O 2.515553 -1.966360 0.603297 -1.6 0.0 -0.4
H 3.889696 -1.196453 1.805877 0.5 0.6 -0.1
H 4.067422 -0.744350 0.050455 0.2 0.1 0.2
H 2.870829 0.049609 1.055238 -0.4 -0.3 0.0
H 2.981077 -2.731087 0.256783 0.2 0.1 0.0
C -3.956435 1.443747 -0.097385 0.3 -0.5 -1.5
O -4.356852 2.455017 -1.000310 0.2 0.9 0.4
H -3.199051 0.827539 -0.581894 0.2 -0.4 -0.1
H -3.416436 1.897073 0.733868 -0.8 0.1 0.3
H -4.788309 0.771695 0.113400 0.0 0.2 0.8
H -4.710992 2.127604 -1.830363 0.0 -0.4 0.2
O 0.195006 -2.955860 -4.046530 0.2 0.3 0.1
H -0.275175 -2.799624 -3.227531 -0.2 0.0 0.1
H -0.094726 -3.823729 -4.327782 -0.1 -0.3 -0.2

119
Properties=species:S:1:pos:R:3:forces:R:3 method="wB97M-V/def2-TZVPD" charge=-2 homo_energy_ev="-1.01 / -2.08" de_lowest_kcal_mol=15.5 fmax_ev_per_a=1.0 total_energy_ev=-164078.4147 gap_ev="4.89 / 5.96" lumo_energy_ev="3.88 / 3.87" multiplicity=3
Ti 0.352081 1.137169 1.253543 -0.4 -0.2 -0.9
N -0.141044 -1.200317 2.082285 0.4 0.0 -0.2
C 0.240995 -1.043162 3.479163 -0.1 0.0 0.1
C 1.238660 0.106804 3.559914 0.1 -0.2 -0.1
O 1.563898 0.644764 4.591098 0.1 -0.2 0.1
O 1.718827 0.405095 2.358168 0.4 0.2 0.6
H -0.904109 -1.851429 1.944775 -0.1 0.2 0.0
H 0.654119 -1.565053 1.553731 0.0 -0.1 0.0
H 0.715070 -1.938595 3.895940 0.0 0.0 0.1
H -0.624155 -0.795989 4.094659 0.0 0.0 0.0
Br -5.725669 5.951838 -1.907123 0.0 0.0 0.0
C -6.180520 4.602311 -0.635475 0.0 0.0 0.0
C -7.242367 3.744235 -0.889753 0.0 0.0 0.0
C -7.555006 2.762893 0.027471 0.0 0.0 0.0
C -6.815836 2.584102 1.219656 -0.1 0.1 0.0
C -5.754442 3.492947 1.449134 0.0 0.1 0.0
C -5.445671 4.481693 0.533595 0.0 0.0 0.0
N -7.235453 1.596097 2.069273 0.0 0.1 0.0
N -6.441291 1.172504 3.045308 0.0 -0.1 0.0
C -5.077886 1.114224 2.869480 0.1 -0.1 0.1
C -4.267220 1.277045 3.989569 0.0 0.0 0.0
C -2.872683 1.343968 3.901521 0.0 0.0 0.0
C -2.228726 1.193470 2.693703 0.1 0.0 0.0
O -0.910423 1.380552 2.562504 -0.4 0.3 0.4
C -2.994402 0.857348 1.552979 0.0 0.0 0.0
N -2.299053 0.601768 0.405942 0.0 0.1 0.0
C -2.985982 0.318277 -0.678299 0.0 -0.1 0.0
C -4.385258 0.203211 -0.699271 0.0 0.0 0.0
C -5.088288 0.443569 0.449634 0.0 -0.1 -0.1
C -4.409478 0.820522 1.624984 0.0 -0.1 0.0
H -7.814856 3.842848 -1.803505 0.0 0.0 0.0
H -8.382589 2.088051 -0.155307 0.0 0.0 0.0
H -5.166967 3.414175 2.353175 0.0 0.1 0.0
H -4.621163 5.156366 0.726639 0.0 0.0 0.0
H -4.760642 1.438246 4.940068 0.0 0.0 0.0
H -2.274142 1.562600 4.778029 0.0 0.0 0.0
H -2.416569 0.137104 -1.583437 0.0 0.0 0.0
H -4.882891 -0.074484 -1.618256 0.0 0.0 0.0
H -6.165640 0.351762 0.473102 0.1 -0.1 0.0
C 0.007702 -1.965823 -3.523233 0.0 0.0 -0.1
C 0.704120 -0.703774 -3.008680 0.0 0.0 0.0
C 1.932245 -0.407800 -3.877585 0.0 0.0 0.0
C -0.212389 0.508319 -2.973587 0.0 -0.1 -0.1
C -0.973248 0.747829 -4.113552 0.0 0.0 0.0
C -1.812782 1.838246 -4.204852 0.0 0.0 0.0
C -1.820239 2.743930 -3.164916 0.0 0.0 0.0
C -1.040512 2.587408 -2.015803 0.0 0.0 0.0
C -1.055423 3.828787 -1.120525 0.0 0.0 0.0
C -1.726143 3.670897 0.238188 0.2 -0.1 -0.1
C 0.330372 4.471313 -1.035487 0.0 0.0 0.0
C -0.273251 1.401811 -1.877186 0.0 0.0 0.0
N 0.490076 1.038324 -0.708786 0.2 0.0 0.0
C 1.863789 1.240735 -0.912079 -0.1 -0.1 -0.1
C 2.992888 0.386753 -0.904824 0.0 0.1 0.0
C 4.174686 1.048119 -1.362551 0.0 0.0 0.0
C 5.342783 0.414305 -1.696882 0.0 0.0 0.0
C 5.389909 -0.982419 -1.585729 0.0 0.0 0.0
C 4.316933 -1.660260 -1.063237 0.0 0.0 -0.1
C 3.113130 -1.037228 -0.608632 0.1 0.1 -0.2
N 2.161376 -1.751963 0.005468 -0.2 0.0 -0.1
C 2.565250 -3.013697 0.483478 -0.2 -0.1 0.0
C 2.109320 -4.212852 -0.108919 0.0 0.0 0.0
C 2.417849 -5.439371 0.471055 0.0 0.0 0.0
C 3.201946 -5.524350 1.607641 0.0 0.0 0.0
C 3.697757 -4.353565 2.157170 0.0 0.0 0.0
C 3.404741 -3.106607 1.618314 0.1 0.0 0.2
C 4.025358 -1.880043 2.264690 0.0 0.0 0.0
C 3.819574 -1.849070 3.783855 0.0 0.0 0.0
C 5.529949 -1.799106 1.984161 0.0 0.0 0.0
C 1.381115 -4.211465 -1.438963 0.1 0.0 0.1
C 0.094461 -5.033313 -1.425871 0.0 0.0 0.0
C 2.318659 -4.702668 -2.547598 0.0 0.0 0.0
H 0.724611 -2.787908 -3.549834 -0.1 0.1 -0.1
H -0.367718 -1.840738 -4.540043 0.0 0.0 -0.1
H -0.817059 -2.252608 -2.869953 0.0 0.0 0.0
H 1.044550 -0.904605 -1.994465 0.0 0.0 -0.1
H 1.639442 -0.299291 -4.927001 0.0 0.0 0.0
H 2.653545 -1.225168 -3.802084 0.0 0.0 0.0
H 2.435465 0.506053 -3.566103 0.0 0.0 0.0
H -0.907735 0.056898 -4.942794 0.0 0.0 0.0
H -2.426323 2.000390 -5.082885 0.0 0.0 0.0
H -2.441862 3.628172 -3.240890 0.0 0.0 0.0
H -1.682511 4.536867 -1.670288 0.0 0.0 0.0
H -1.138255 3.028752 0.882738 -0.2 0.1 0.2
H -2.731662 3.262912 0.135585 0.0 0.0 0.0
H -1.791234 4.640226 0.739186 0.0 0.0 0.0
H 1.030767 3.834074 -0.504244 0.0 0.0 0.0
H 0.270260 5.418916 -0.493119 0.0 0.0 0.0
H 0.716084 4.671047 -2.038447 0.0 0.0 0.0
H 2.084592 2.213978 -1.354194 0.0 0.0 0.1
H 4.105405 2.122578 -1.498353 0.0 0.0 0.0
H 6.188821 0.979465 -2.068052 0.0 0.0 0.0
H 6.273657 -1.531916 -1.892555 0.0 0.0 0.0
H 4.383193 -2.736263 -0.952274 0.0 0.0 0.0
H 2.052355 -6.347791 0.004718 0.0 0.0 0.0
H 3.434745 -6.485188 2.051292 0.0 0.0 0.0
H 4.332585 -4.406636 3.034793 0.0 0.0 0.0
H 3.543000 -0.999549 1.839823 0.0 -0.1 0.1
H 4.488109 -2.555390 4.284775 0.0 0.0 0.0
H 2.801328 -2.103986 4.070900 0.0 0.0 0.0
H 4.034619 -0.852851 4.172786 0.0 0.0 0.0
H 6.029384 -2.705634 2.339464 0.0 0.0 0.0
H 5.961799 -0.948001 2.517230 0.0 0.0 0.0
H 5.742231 -1.679524 0.921902 0.0 0.0 0.1
H 1.124060 -3.180921 -1.666158 0.0 0.0 0.1
H 0.307013 -6.102375 -1.332740 0.0 0.0 0.0
H -0.455735 -4.883092 -2.357654 0.0 0.0 0.0
H -0.553825 -4.729434 -0.605704 0.0 0.0 0.0
H 2.647770 -5.726794 -2.348682 0.0 0.0 0.0
H 3.204392 -4.070218 -2.620817 0.0 0.0 0.0
H 1.811775 -4.693969 -3.516109 0.0 0.0 0.0
O -0.854042 -2.029241 -0.458662 0.0 -0.1 -0.1
H 0.100508 -1.832658 -0.392897 0.1 0.0 0.0
H -1.263716 -1.190586 -0.206804 0.0 0.0 0.0
C 2.321396 3.245968 1.948511 0.0 0.0 0.0
O 1.098969 2.775359 1.468763 0.1 0.1 0.0
H 2.972260 3.542912 1.115462 0.0 0.0 0.0
H 2.829073 2.470088 2.529713 0.0 0.0 0.0
H 2.158684 4.117749 2.593006 0.0 0.0 0.0

14
Properties=species:S:1:pos:R:3:forces:R:3 method="wB97M-V/def2-TZVPD" charge=0 homo_energy_ev=-9.27 de_lowest_kcal_mol=119.4 fmax_ev_per_a=0.5 total_energy_ev=-7357.0795 gap_ev=10.21 lumo_energy_ev=0.95 multiplicity=1
C -1.328516 1.011773 -0.415050 0.0 0.1 0.0
C -0.956969 -0.283256 0.290679 0.0 0.0 0.0
C 0.516458 -0.654292 0.179961 -0.4 -0.1 -0.1
O 0.840585 -1.717391 0.986850 0.2 -0.1 -0.1
C 1.223118 -0.591541 -1.155994 0.1 0.4 0.4
C 1.702313 0.365252 -0.391939 0.2 -0.1 -0.4
H -0.788291 1.868452 0.005479 -0.1 -0.1 -0.1
H -2.399743 1.205699 -0.306723 0.2 0.0 0.0
H -1.088104 0.957454 -1.480716 0.0 0.0 0.2
H -1.486866 -1.129379 -0.162612 0.1 0.1 0.1
H -1.237941 -0.260656 1.349389 0.0 0.0 -0.1
H 1.023692 0.417029 0.746359 -0.1 0.0 0.0
H 1.485339 -2.248346 0.493337 -0.1 0.0 0.1
H 2.494921 1.059205 -0.139016 -0.1 -0.1 0.0